1.
DFT (wB97M-V/def2-TZVPD) results for a cluster of 14 separate species, C41H57N14O4P in total at a distorted geometry.

## Properties
Gap between HOMO and LUMO   0.299 Ha

```
117
Properties=species:S:1:pos:R:3:lowdin_charge:R:1
C 0.3378 -0.4944 4.5862 -0.079
C -0.5195 0.3075 3.6054 -0.225
C -0.9716 -0.4963 2.4004 -0.335
C -1.8934 0.3079 1.4774 -0.022
C 0.1578 -1.0356 1.5791 -0.104
C 1.3353 -0.4263 1.3750 0.077
C 2.3264 -1.0596 0.5078 -0.370
O 3.5167 -0.9460 0.6843 0.100
C 1.7725 -1.8514 -0.6075 -0.074
C 2.4662 -1.8903 -1.8388 0.010
C 1.8948 -2.6078 -2.8851 -0.229
P 2.6185 -2.6881 -4.5221 0.477
N 3.9925 -2.0128 -4.7255 -0.130
O 1.4638 -2.1429 -5.4939 -0.158
O 2.5918 -4.2331 -4.9083 -0.132
C 0.6637 -3.2865 -2.7042 -0.006
C -0.0470 -3.2594 -1.4871 -0.154
C -1.3696 -3.9421 -1.3585 -0.060
C 0.5412 -2.5184 -0.4193 -0.010
C -0.0615 -2.3644 0.9367 -0.274
O -0.6539 -3.2282 1.5353 0.130
H 1.3815 -0.2036 4.5345 0.066
H -0.0032 -0.3506 5.6057 0.067
H 0.2543 -1.5585 4.3839 0.076
H -0.0316 1.2274 3.2867 0.097
H -1.4251 0.6235 4.1194 0.107
H -1.5400 -1.3569 2.7484 0.126
H -1.9564 -0.1764 0.5058 0.086
H -1.4662 1.2888 1.2837 0.079
H -2.8908 0.3938 1.8955 0.066
H 1.5780 0.5183 1.8402 0.126
H 3.3847 -1.3147 -1.9226 0.063
H 4.3328 -1.5869 -3.8695 -0.062
H 1.0073 -1.3984 -5.0812 0.091
H 2.3453 -4.3726 -5.8322 0.084
H 0.2332 -3.8226 -3.5383 0.109
H -1.6597 -4.4581 -2.2658 0.071
H -2.1182 -3.1909 -1.1243 0.050
H -1.3894 -4.6448 -0.5389 0.058
C -5.3256 -5.9188 -1.8622 -0.072
C -4.0370 -6.2796 -1.2966 -0.279
N -3.0177 -6.5706 -0.8652 0.145
H -5.5075 -4.8612 -1.7140 0.033
H -5.3370 -6.1450 -2.9218 0.040
H -6.1112 -6.4936 -1.3748 0.091
C 3.3460 1.9527 -0.8739 -0.097
C 2.0316 1.6345 -1.3973 -0.290
N 0.9932 1.3705 -1.8030 0.144
H 4.1018 1.7540 -1.6239 0.047
H 3.3837 2.9998 -0.5906 0.040
H 3.5496 1.3458 0.0012 0.056
C -6.5116 -1.4253 -1.0588 -0.050
C -5.3849 -2.3154 -0.8503 -0.248
N -4.4960 -3.0052 -0.6459 0.170
H -6.9978 -1.6550 -2.0055 0.086
H -7.2194 -1.5508 -0.2419 0.089
H -6.1644 -0.3942 -1.0744 0.089
C -0.0912 4.9423 0.5491 -0.060
C 1.1586 4.3172 0.9400 -0.251
N 2.1388 3.8166 1.2577 0.156
H -0.3369 4.6797 -0.4781 0.091
H -0.8885 4.5979 1.1960 0.035
H -0.0034 6.0229 0.6375 0.046
C 5.0626 2.8830 3.4328 -0.066
C 5.4663 3.4703 2.1671 -0.302
N 5.7673 3.9203 1.1610 0.133
H 4.2911 3.4985 3.8905 0.059
H 4.6621 1.8853 3.2608 0.083
H 5.9178 2.8176 4.1027 0.082
C 7.8078 -0.5226 -2.0931 -0.047
C 6.3690 -0.3382 -2.1437 -0.210
N 5.2369 -0.1937 -2.1881 0.168
H 8.1763 -0.2640 -1.1026 0.087
H 8.0490 -1.5616 -2.3085 0.089
H 8.2848 0.1168 -2.8329 0.087
C -3.6317 3.0976 2.9874 -0.065
C -3.3386 3.6398 1.6738 -0.276
N -3.1023 4.0652 0.6382 0.145
H -4.4017 3.6999 3.4690 0.064
H -3.9859 2.0731 2.8903 0.071
H -2.7368 3.1158 3.6085 0.049
C 1.6932 8.0179 -1.5831 -0.062
C 0.5841 8.2629 -0.6747 -0.291
N -0.2858 8.4464 0.0433 0.138
H 1.6094 7.0184 -2.0062 0.083
H 1.6770 8.7481 -2.3894 0.084
H 2.6361 8.0989 -1.0460 0.085
C -3.3668 -8.6435 -4.3705 -0.058
C -4.7812 -8.3074 -4.3338 -0.282
N -5.8903 -8.0356 -4.2743 0.138
H -2.8883 -8.3104 -3.4500 0.073
H -3.2476 -9.7206 -4.4670 0.085
H -2.8936 -8.1539 -5.2193 0.085
C 3.7270 -1.0979 -7.7113 -0.104
C 3.8848 -0.8283 -9.1344 -0.291
N 4.0108 -0.6183 -10.2513 0.113
H 3.2115 -0.2721 -7.2284 0.079
H 3.1459 -2.0033 -7.5712 0.055
H 4.6960 -1.2282 -7.2386 0.067
C 1.7928 5.4932 4.6850 -0.055
C 0.5082 4.8217 4.5900 -0.256
N -0.4995 4.2863 4.5041 0.160
H 2.4541 4.9286 5.3396 0.081
H 2.2373 5.5598 3.6924 0.071
H 1.6591 6.4945 5.0895 0.087
C -2.7249 5.6997 6.7280 -0.071
C -4.0323 5.3333 6.2172 -0.282
N -5.0629 5.0390 5.8179 0.132
H -1.9593 5.5105 5.9798 0.031
H -2.7196 6.7563 6.9907 0.084
H -2.5035 5.1118 7.6169 0.086
C -3.6651 -3.7485 3.2189 -0.067
C -4.6782 -2.7067 3.2389 -0.298
N -5.4732 -1.8848 3.2627 0.117
H -4.1306 -4.7190 3.3803 0.084
H -3.1501 -3.7546 2.2589 0.063
H -2.9407 -3.5650 4.0103 0.083
```


2.
DFT (wB97M-V/def2-TZVPD) results for a cluster of 8 separate species, C49H73NO29P in total at a distorted geometry.

## Properties
Gap between HOMO and LUMO   0.327 Ha
Charge   +1

```
153
Properties=species:S:1:pos:R:3:lowdin_charge:R:1
C 2.1223 -4.3533 4.4687 0.174
C 1.2379 -4.1466 3.6941 -0.104
C 0.0112 -3.7126 3.0316 -0.110
N 0.3467 -3.1100 1.6969 0.027
C 0.3029 -1.6080 1.6374 -0.104
C 0.8037 -0.9201 2.9196 -0.107
O 1.6139 0.2224 2.6695 -0.044
C 2.9105 0.0714 3.1587 -0.214
C 3.1115 -0.0049 4.5367 0.010
C 4.3572 -0.1293 5.1203 -0.270
C 4.5452 -0.2139 6.6210 -0.040
C 5.4778 -0.1666 4.2924 -0.030
C 5.2864 -0.0882 2.9233 -0.012
C 4.0287 0.0354 2.3249 -0.124
C 4.0176 0.1512 0.8118 -0.324
C 3.0849 1.2726 0.2734 -0.034
C 3.8070 -1.2012 0.1091 -0.035
C -1.0807 -1.1687 1.1338 -0.360
C -1.0793 0.3602 1.1723 -0.059
C -0.3863 1.1552 0.3529 0.077
C -2.2543 -1.5724 2.0545 -0.152
O -3.4464 -1.1782 1.4107 -0.142
C -4.4036 -2.2343 1.4134 -0.063
O -1.2710 -1.5516 -0.2151 0.035
C -0.7622 -2.8059 -0.6112 -0.412
C -1.9195 -3.4543 -1.4411 -0.060
C -1.5113 -4.4128 -2.5565 -0.154
C -1.4995 -3.8040 -3.9539 -0.257
O -2.6109 -2.9473 -4.1559 -0.056
O 0.3903 -2.7596 -1.4351 -0.055
C 0.7973 -1.4716 -1.8940 -0.218
C -0.0781 -0.8270 -2.9621 -0.031
C -0.4541 -3.7680 0.5704 -0.159
C 0.2294 -5.0866 0.2061 -0.111
P -0.9150 -6.5071 0.0783 0.441
O -2.3137 -6.1656 0.3530 -0.243
O -0.6570 -7.2200 -1.3144 -0.093
O -0.4091 -7.5941 1.1496 -0.122
H 3.0709 -4.3502 4.9555 0.057
H -0.5747 -3.0510 3.6623 0.141
H -0.5859 -4.6173 2.9008 0.141
H 1.3173 -3.3716 1.5107 0.169
H 1.0014 -1.3317 0.8476 0.143
H 1.3763 -1.5762 3.5775 0.116
H -0.0733 -0.5908 3.4819 0.133
H 2.2194 0.0326 5.1592 0.114
H 3.6084 -0.4598 7.1159 0.072
H 4.9878 0.7091 6.9913 0.086
H 5.2562 -1.0155 6.8217 0.080
H 6.4710 -0.2330 4.7155 0.119
H 6.1550 -0.1103 2.2760 0.120
H 5.0175 0.4739 0.5277 0.123
H 2.4094 0.8929 -0.4898 0.048
H 3.6936 2.0195 -0.2360 0.086
H 2.5664 1.7997 1.0670 0.071
H 4.7583 -1.7328 0.0520 0.086
H 3.1002 -1.8577 0.6208 0.062
H 3.5222 -1.0168 -0.9241 0.070
H -1.6671 0.8415 1.9494 0.122
H 0.0921 2.0371 0.7677 0.080
H -0.2353 0.9849 -0.7068 0.066
H -2.2891 -2.6415 2.2841 0.110
H -2.1895 -1.0234 2.9996 0.137
H -5.3235 -1.8902 0.9490 0.097
H -4.6298 -2.5616 2.4303 0.096
H -4.0310 -3.0581 0.7975 0.082
H -2.6166 -3.9057 -0.7369 0.098
H -2.4557 -2.6040 -1.8616 0.124
H -0.5578 -4.9138 -2.4196 0.096
H -2.2621 -5.2062 -2.5769 0.120
H -1.5824 -4.6419 -4.6562 0.122
H -0.5279 -3.3436 -4.1536 0.106
H -2.4952 -2.5577 -5.0278 0.096
H 1.7619 -1.6441 -2.3721 0.127
H 1.0066 -0.7716 -1.0894 0.071
H 0.1778 0.2379 -2.9023 0.066
H -1.1350 -0.9008 -2.7191 0.080
H 0.1710 -1.1510 -3.9667 0.083
H -1.4208 -4.0240 0.9997 0.119
H 0.9264 -5.3625 1.0049 0.104
H 0.8319 -5.0455 -0.7004 0.113
H 0.0866 -7.8330 -1.1606 0.077
H -1.0962 -7.6606 1.8270 0.092
C 0.6260 4.4506 -2.7112 -0.093
C 0.0135 3.8020 -3.9264 -0.096
O 1.0454 2.8856 -4.3470 0.052
C 1.8075 2.6109 -3.2659 -0.591
O 2.6414 1.7541 -3.2268 0.124
O 1.5057 3.4146 -2.2342 0.062
H -0.1065 4.7199 -1.9481 0.095
H 1.2186 5.3325 -2.9558 0.146
H -0.8848 3.2293 -3.6877 0.128
H -0.2194 4.5153 -4.7121 0.126
C 0.4040 -10.8000 -1.5323 -0.123
C 1.2052 -12.0816 -1.5755 -0.111
O 2.2886 -11.7372 -2.4425 0.074
C 2.4480 -10.3961 -2.4136 -0.563
O 3.3582 -9.8074 -2.8886 0.182
O 1.4096 -9.7996 -1.7540 0.026
H -0.0932 -10.6420 -0.5776 0.129
H -0.3350 -10.7397 -2.3331 0.137
H 1.6083 -12.3576 -0.5997 0.136
H 0.6426 -12.9203 -1.9766 0.137
C -2.5682 4.5564 1.5561 -0.100
C -1.8595 5.5900 2.3898 -0.096
O -0.7774 5.9998 1.5239 0.090
C -1.1448 5.7363 0.2642 -0.569
O -0.5501 6.0898 -0.7112 0.126
O -2.2796 4.9950 0.2182 0.046
H -3.6398 4.5309 1.7363 0.136
H -2.1620 3.5511 1.6923 0.116
H -2.4831 6.4526 2.6016 0.096
H -1.4808 5.1883 3.3186 0.106
C 0.0207 2.1484 6.4779 -0.120
C 0.1525 3.5181 7.1059 -0.107
O -0.6074 4.3362 6.2123 0.075
C -1.4984 3.5472 5.5731 -0.558
O -2.3827 3.9512 4.8893 0.161
O -1.2449 2.2349 5.8134 0.056
H 0.0180 1.3437 7.2092 0.133
H 0.7967 1.9530 5.7338 0.119
H -0.2966 3.5696 8.0989 0.137
H 1.1815 3.8627 7.1641 0.136
C -4.4439 8.3996 -0.2579 -0.099
C -5.6933 8.9625 0.3848 -0.102
O -5.8000 8.1844 1.5847 0.077
C -4.5697 7.7222 1.8892 -0.553
O -4.2729 7.1830 2.9088 0.153
O -3.6980 7.9506 0.8775 0.061
H -3.8817 9.1384 -0.8222 0.142
H -4.6501 7.5442 -0.9032 0.117
H -5.5879 10.0137 0.6562 0.137
H -6.5803 8.8432 -0.2317 0.134
C 3.6277 3.0246 -6.5418 -0.125
C 4.3318 1.8280 -5.9445 -0.125
O 4.7931 1.1310 -7.1068 0.059
C 4.8943 2.0273 -8.1211 -0.570
O 5.4034 1.8048 -9.1688 0.168
O 4.3324 3.2133 -7.7726 0.061
H 3.6953 3.9131 -5.9185 0.132
H 2.5778 2.8251 -6.7616 0.128
H 5.1944 2.1098 -5.3372 0.136
H 3.6719 1.2028 -5.3524 0.109
C -4.9011 5.9297 -3.6372 -0.119
C -4.2283 4.5802 -3.7417 -0.111
O -3.0831 4.8686 -4.5500 0.047
C -2.8011 6.1910 -4.4161 -0.561
O -1.8141 6.7083 -4.8208 0.174
O -3.7984 6.8326 -3.7560 0.058
H -5.4171 6.0732 -2.6906 0.120
H -5.5996 6.1153 -4.4549 0.136
H -3.8921 4.2035 -2.7732 0.131
H -4.8546 3.8295 -4.2170 0.134
```


3.
DFT (wB97M-V/def2-TZVPD) results for a structure of composition C5H5ORb at a distorted geometry.

## Properties
Gap between HOMO and LUMO (alpha / beta)   0.202 / 0.278 Ha
Charge   +1
Spin multiplicity   2
Expectation value of S²   0.77

```
12
Properties=species:S:1:pos:R:3:lowdin_charge:R:1
C -0.8672 -0.8906 1.9532 -0.065
C -1.9169 -0.6129 1.1130 -0.059
H -0.3086 -0.0864 2.4359 0.070
H -0.6498 -1.9148 2.2623 0.070
H -2.5579 -1.4103 0.7318 0.072
H -2.2133 0.4176 0.9079 0.072
C 0.1042 -0.8550 -0.3661 0.084
C 0.8212 0.1014 -0.8968 -0.099
H -0.0112 -1.9118 -0.5954 0.074
C 1.4105 1.0708 -1.5044 -0.236
O 2.0550 1.9018 -2.0527 0.044
Rb 4.1339 4.1902 -3.9887 0.973
```


4.
DFT (wB97M-V/def2-TZVPD) results for the ion C6H13IN3 with charge +1 at a distorted geometry.

## Properties
Gap between HOMO and LUMO (alpha / beta)   0.225 / 0.225 Ha
Charge   +1
SMILES string   C/N=[N+](\I)N(C)C=C(C)C

```
23
Properties=species:S:1:pos:R:3:lowdin_charge:R:1
C 0.2810 0.1486 0.3222 -0.067
C 1.4021 -0.5039 -0.0968 -0.264
C 2.6066 0.4994 0.0301 -0.026
C 1.5037 -1.6592 -0.9613 -0.059
C -2.8379 2.8558 -0.1393 -0.100
C -1.2857 -1.5152 1.1173 -0.018
N -1.8295 1.9472 0.1239 0.022
N -1.9739 0.7166 0.1283 -0.242
N -1.1021 -0.1755 0.4393 -0.149
I -4.1365 -0.3432 -0.1127 0.765
H 0.3522 1.1652 0.7270 0.117
H 3.5711 -0.0717 0.3581 0.128
H 2.4193 1.3103 0.6036 0.029
H 2.8772 0.6980 -1.0101 0.090
H 2.6187 -1.6909 -1.3375 0.134
H 1.0795 -1.6307 -1.9388 0.083
H 1.1146 -2.6141 -0.6183 0.085
H -3.8059 2.4558 0.3373 0.070
H -2.5646 3.8616 0.1288 0.097
H -2.8665 2.9193 -1.2075 0.094
H -1.3563 -1.3360 2.2058 0.118
H -0.3224 -1.9938 0.9293 0.080
H -2.0577 -2.1723 0.9528 0.012
```